{
  "formula": "C6H5LaNO5",
  "method": "the ωB97M-V functional and the def2-TZVPD basis",
  "symbols": ["La", "O", "C", "C", "O", "C", "O", "C", "O", "C", "C", "N", "O", "H", "H", "H", "H", "H"],
  "positions_angstrom": [[1.53895, 0.10610, -0.64477], [4.11387, -2.64150, -0.57358], [3.35863, -1.77625, -0.62572], [1.10299, 2.07448, -2.23774], [0.76332, 3.04679, -2.74709], [1.24212, 1.15353, 1.46482], [0.89955, 1.76561, 2.39647], [3.17555, 2.04477, -0.11741], [3.70563, 3.03504, 0.18674], [-3.02704, -0.72912, -0.36437], [-1.65817, -0.82444, 0.19782], [-1.48621, -1.52496, 1.32040], [-0.63495, -0.27712, -0.37088], [-3.73194, -1.37091, 0.19209], [-3.06230, -1.02103, -1.42278], [-3.34640, 0.31529, -0.28753], [-0.67830, -1.36016, 1.92572], [-2.27530, -2.01612, 1.70781]],
  "atomic_forces_ev_per_a": [[-0.7, -2.8, -3.2], [-3.2, 3.7, -0.2], [4.2, -4.8, 0.2], [-1.8, 5.3, -3.1], [1.5, -4.0, 2.0], [-2.7, 4.9, 8.6], [1.9, -3.3, -5.0], [3.8, 6.6, 1.9], [-2.7, -5.3, -1.6], [-0.2, -0.5, -0.2], [-0.7, -1.3, 1.0], [0.4, 1.4, -0.9], [0.2, 0.2, 0.7], [0.3, 0.4, -0.2], [0.1, 0.2, 0.2], [0.0, 0.0, 0.0], [-0.4, -0.5, -0.3], [-0.2, -0.1, 0.3]],
  "mulliken_charge": [1.75, 0.00, 0.22, 0.24, 0.02, 0.23, 0.01, 0.11, 0.00, -1.01, 0.87, -0.30, -0.62, 0.38, 0.34, 0.32, 0.18, 0.26],
  "orbital_gap_ev": 8.51,
  "charge": 3,
  "lumo_energy_ev": -14.3
}



{
  "formula": "C6H5N",
  "method": "the ωB97M-V functional and the def2-TZVPD basis",
  "symbols": ["C", "C", "C", "C", "C", "C", "N", "H", "H", "H", "H", "H"],
  "positions_angstrom": [[-1.78689, -0.61949, -0.11400], [-0.59417, -0.74431, -0.02569], [-4.57283, 0.73791, 0.04473], [0.74250, -1.15639, 0.07544], [1.20484, 1.35152, 0.06195], [1.57625, 0.10403, -0.11698], [-3.53671, 0.13431, -0.08064], [1.04825, -1.49527, 1.00603], [1.11310, -1.84087, -0.58783], [0.16110, 1.56312, 0.34281], [1.99232, 2.18202, -0.18255], [2.65224, -0.21658, -0.42326]],
  "atomic_forces_ev_per_a": [[-5.6, 2.8, 0.2], [-2.8, -1.0, 0.0], [2.8, -1.7, -0.3], [1.3, 3.4, 0.2], [1.2, 1.6, -0.7], [2.8, -1.4, -0.7], [3.2, -0.9, 0.2], [0.0, -0.9, 2.2], [0.2, -1.9, -2.1], [0.7, 0.3, -0.2], [-1.9, -1.5, 0.8], [-1.8, 1.1, 0.5]],
  "nbo_charge": [0.27, -0.06, 0.31, -0.54, -0.41, -0.16, -0.56, 0.25, 0.25, 0.22, 0.23, 0.20],
  "orbital_gap_ev": 8.90,
  "charge": 0,
  "lumo_energy_ev": -1.6
}



{
  "formula": "C6H5N",
  "method": "the ωB97M-V functional and the def2-TZVPD basis",
  "symbols": ["C", "C", "C", "N", "C", "C", "C", "H", "H", "H", "H", "H"],
  "positions_angstrom": [[1.07781, 1.16318, -0.62043], [2.15686, 0.54971, -0.37305], [0.87888, -0.52133, -0.76851], [0.63519, -1.50722, 0.27324], [-0.51241, -0.78218, -0.20709], [-1.20936, 0.16706, 0.63066], [-1.82560, 0.93894, 1.31925], [0.28254, 1.86799, -0.78044], [1.08513, -0.96747, -1.73487], [0.95270, -1.16210, 1.17515], [-1.15846, -1.36457, -0.85655], [-2.36327, 1.61798, 1.94263]],
  "atomic_forces_ev_per_a": [[0.5, -0.4, 0.2], [-0.2, 0.5, 0.0], [0.1, -0.1, -0.4], [0.0, 0.0, 0.1], [-0.4, -0.1, 0.1], [-0.2, 0.3, 0.2], [0.3, -0.3, -0.3], [0.1, -0.2, 0.0], [-0.1, 0.1, 0.1], [0.0, 0.1, -0.1], [0.0, 0.0, 0.1], [0.1, -0.1, -0.1]],
  "nbo_charge": [-0.32, -0.04, -0.10, -0.52, -0.13, -0.04, -0.21, 0.27, 0.22, 0.38, 0.24, 0.25],
  "orbital_gap_ev": 10.39,
  "charge": 0,
  "lumo_energy_ev": 0.9
}



{
  "formula": "C6H5N",
  "method": "the ωB97M-V functional and the def2-TZVPD basis",
  "symbols": ["C", "C", "C", "C", "C", "C", "N", "H", "H", "H", "H", "H"],
  "positions_angstrom": [[-5.47818, -0.09850, -0.00572], [-6.67804, -0.30898, 0.15277], [-2.85915, 0.34925, -0.13395], [-1.50669, 0.57716, -0.02422], [-0.57760, -0.38728, -0.15113], [0.87598, -0.14299, 0.03761], [-4.05611, 0.15392, -0.09099], [-1.22051, 1.60093, 0.19520], [-0.88364, -1.39298, -0.40568], [1.40593, -1.07543, 0.21263], [1.05265, 0.53619, 0.87112], [1.29894, 0.32118, -0.85627]],
  "atomic_forces_ev_per_a": [[6.8, 1.2, -0.6], [-1.5, -0.3, 0.2], [-8.2, -1.5, 0.3], [1.7, 0.1, 0.0], [-0.4, 0.3, 0.0], [0.1, 0.1, 0.0], [1.4, 0.2, 0.1], [0.0, 0.0, 0.1], [-0.2, 0.0, 0.0], [0.0, 0.0, 0.0], [0.0, 0.0, 0.0], [0.0, 0.0, 0.0]],
  "nbo_charge": [-0.35, -0.06, 0.45, -0.38, -0.01, -0.67, -0.17, 0.25, 0.22, 0.24, 0.23, 0.25],
  "orbital_gap_ev": [7.64, 7.65],
  "charge": 0,
  "lumo_energy_ev": [-1.2, -1.2]
}



{
  "formula": "C6H5N",
  "method": "the ωB97M-V functional and the def2-TZVPD basis",
  "symbols": ["C", "C", "C", "C", "C", "C", "N", "H", "H", "H", "H", "H"],
  "positions_angstrom": [[-0.18156, 0.21754, 1.03388], [-1.40217, 0.88579, 1.21552], [0.64005, -0.47487, 0.05700], [-2.28590, 1.26554, 0.24047], [1.84955, -0.89556, -0.26424], [0.90354, -0.77428, -1.40047], [-2.80573, 1.40729, -0.77042], [0.49801, 0.13371, 1.92582], [-1.68442, 1.33839, 2.15408], [0.59390, -1.72129, -1.83787], [1.01694, -0.09114, -2.21591], [2.85779, -1.29111, -0.13786]],
  "atomic_forces_ev_per_a": [[-0.2, 0.3, 2.4], [3.6, -1.2, 1.0], [-0.1, 0.9, -1.7], [-0.2, -0.8, -2.4], [-0.5, 0.0, 0.2], [-0.3, -1.4, -0.3], [-1.0, 0.6, -0.5], [-1.4, 0.5, -0.2], [0.7, -0.4, 0.6], [-0.5, -0.1, 0.3], [0.2, 1.1, 0.1], [-0.5, 0.5, 0.5]],
  "nbo_charge": [-0.12, -0.32, -0.04, 0.22, -0.11, -0.44, -0.28, 0.22, 0.24, 0.18, 0.19, 0.24],
  "orbital_gap_ev": 8.30,
  "charge": 0,
  "smiles": "N#C/C=C\\C1=CC1",
  "lumo_energy_ev": -0.7
}



{
  "formula": "C6H5N",
  "method": "the ωB97M-V functional and the def2-TZVPD basis",
  "symbols": ["C", "C", "C", "C", "C", "C", "N", "H", "H", "H", "H", "H"],
  "positions_angstrom": [[-0.33643, -3.38913, -0.38064], [0.21623, -1.58010, -2.20943], [-0.01769, -2.30474, -1.14296], [0.20030, -0.75402, -1.06700], [-0.01974, 0.36573, -0.45946], [-0.15431, 0.28433, 1.11367], [-0.61821, -4.19177, 0.37974], [0.18521, -1.67365, -3.30258], [0.28192, 1.31896, -1.05098], [0.74928, 0.76561, 1.44480], [-0.22564, -0.73787, 1.54080], [-1.05606, 0.93175, 1.46781]],
  "atomic_forces_ev_per_a": [[-0.1, -0.1, -0.1], [-0.1, -0.7, -1.6], [0.8, 3.3, 0.1], [-1.0, -3.1, -1.4], [1.0, 1.7, 1.7], [-1.6, 1.8, -1.1], [-0.3, -1.1, 0.8], [0.3, 0.2, 0.6], [-0.9, -1.5, 1.5], [0.3, 0.1, 0.8], [0.0, 0.6, -0.7], [1.6, -1.2, -0.5]],
  "nbo_charge": [0.23, -0.09, -0.12, 0.02, -0.27, -0.62, -0.25, 0.23, 0.23, 0.21, 0.22, 0.21],
  "orbital_gap_ev": 8.73,
  "charge": 0,
  "smiles": "C/C=C1C=C/1C#N",
  "lumo_energy_ev": -0.1
}



{
  "formula": "C6H5N3O",
  "method": "the ωB97M-V functional and the def2-TZVPD basis",
  "symbols": ["C", "C", "C", "C", "C", "C", "N", "N", "N", "O", "H", "H", "H", "H", "H"],
  "positions_angstrom": [[-4.33262, 0.69887, 0.00107], [-2.00867, 1.28287, -0.05077], [-0.74782, 0.83764, 0.00902], [-3.00846, 0.33638, -0.15139], [-0.42671, -0.55441, 0.06772], [0.95091, -1.20996, 0.22408], [-5.42846, 0.86240, 0.34886], [-1.42320, -1.40260, -0.03502], [-2.68266, -0.99305, -0.14016], [-3.57007, -1.84002, -0.28668], [-2.16404, 2.27878, -0.10238], [0.00859, 1.67174, 0.14050], [1.09576, -1.44764, 1.29975], [0.96488, -2.19536, -0.36746], [1.84504, -0.47582, -0.10979]],
  "atomic_forces_ev_per_a": [[-3.3, -0.3, 0.9], [0.0, -3.2, -0.5], [3.9, 0.7, 0.9], [1.3, 0.2, 0.3], [-0.3, 1.3, -0.3], [1.1, 0.8, -0.9], [1.2, 0.2, -0.7], [0.1, -1.1, 0.0], [-0.4, 0.3, -0.5], [0.1, -0.2, 0.2], [-1.0, 3.0, 0.1], [-0.5, -1.6, -0.3], [0.0, 0.1, -0.7], [0.1, 1.6, 0.9], [-2.2, -1.8, 0.7]],
  "nbo_charge": [0.24, -0.11, -0.28, -0.05, 0.25, -0.65, -0.24, -0.26, 0.32, -0.41, 0.23, 0.23, 0.25, 0.26, 0.23],
  "orbital_gap_ev": [8.72, 8.72],
  "charge": 0,
  "smiles": "Cc1ccc(C#N)[n+]([O-])n1",
  "lumo_energy_ev": [-0.5, -0.5]
}



| no. | E (eV) | maximum force (eV/Å) |
| --- | --- | --- |
| 1 | -18858.7848 | 10.2 |
| 2 | -7784.9025 | 6.3 |
| 3 | -7785.7473 | 0.6 |
| 4 | -7786.3797 | 8.3 |
| 5 | -7788.5647 | 4.0 |
| 6 | -7788.5321 | 3.6 |
| 7 | -12817.0592 | 4.0 |